{"formula": "C3H12N9OP", "method": "ωB97M-V/def2-TZVPD", "homo_lumo_gap_ev": [7.9, 7.9], "e_tot_ha": -1030.41315, "e_above_lowest_kj_mol": 329.2, "homo_ev": [-8.63, -8.63], "species": ["P", "O", "N", "N", "N", "N", "N", "N", "N", "N", "N", "C", "C", "C", "H", "H", "H", "H", "H", "H", "H", "H", "H", "H", "H", "H"], "xyz": [[0.247, -0.023, -0.774], [0.792, 0.289, -2.105], [2.365, 0.870, 0.445], [0.181, -3.026, 0.054], [1.484, -0.176, 0.351], [2.830, -0.379, -0.043], [-0.734, -2.207, -0.520], [-0.536, 1.306, -0.011], [-1.377, 2.113, -0.921], [-0.885, -2.584, 0.804], [-1.957, 1.471, 0.171], [2.339, 2.103, -0.386], [-0.633, -1.773, 1.914], [-2.759, 0.369, -0.225], [3.041, 2.821, 0.031], [1.234, -2.751, 0.368], [-0.077, -2.332, 2.551], [2.481, 1.993, -1.516], [-1.600, -1.404, 2.447], [-3.828, 0.800, -0.472], [2.857, -0.522, -1.104], [-1.377, 1.745, -1.957], [1.351, 2.688, -0.172], [-2.397, -0.144, -1.059], [-2.912, -0.339, 0.567], [-0.132, -0.908, 1.565]], "forces_ev_per_a": [[-0.570, -2.218, -0.078], [-0.635, -0.070, -0.833], [2.237, 2.810, 0.285], [5.364, -2.961, 0.421], [-2.246, -1.042, 0.993], [1.181, -1.445, -1.588], [0.196, 4.544, -1.613], [-0.428, 0.280, -0.515], [1.829, 1.625, -1.708], [-2.727, -1.723, 0.570], [-0.176, -0.477, -0.216], [-1.870, 0.959, -0.919], [-3.271, 3.084, -0.037], [-3.704, 0.670, 0.504], [0.599, -0.530, -0.007], [-3.097, 0.513, -0.976], [1.668, -1.413, 2.210], [-0.239, -0.082, 1.584], [1.478, -0.967, -1.024], [2.076, -0.764, 0.398], [-0.207, 1.242, 1.235], [-0.597, -0.427, 2.543], [1.482, -1.472, -0.550], [0.712, -0.861, -1.649], [0.072, -0.233, 0.569], [0.873, 0.958, 0.402]]}